The following is a quantum chemistry calculation of C43H30IN8O2RbSe2 as an isolated structure, from the OMol25 dataset.

Energy above the lowest of the compared OMol25 structures with the same formula, charge and spin ... 0.000 eV
Multiplicity ... 1
Kohn-Sham gap ... 4.434 eV
LUMO ... 3.1781 eV
Calculated total energy ... -7369.99330 Eh
Net charge ... -2
HOMO level ... -1.3 eV

Element x y z (Å)
I (-5.145, -7.015, 5.978)
Rb (-0.219, -0.505, 0.859)
Se (-4.020, -0.533, -0.060)
Se (-2.894, 0.997, 2.983)
O (-1.477, -1.084, 4.970)
O (-1.201, -2.029, 2.943)
N (1.959, 1.252, 0.479)
N (3.754, -0.349, 0.644)
N (-0.420, -0.728, -1.986)
N (-2.090, 0.953, -2.385)
N (-0.490, 1.801, -0.791)
N (0.812, 3.371, 0.501)
N (0.780, -2.809, -2.110)
N (1.985, -1.297, -0.680)
C (-3.021, -3.235, 5.839)
C (5.425, -4.389, -0.416)
C (-1.380, -2.427, -3.219)
C (-2.225, -1.317, -3.304)
C (4.642, 4.348, 2.641)
C (-1.369, 5.356, -0.553)
C (-2.028, 3.290, -1.641)
C (5.093, -3.114, 0.026)
C (1.813, 2.553, 0.810)
C (-4.491, -1.584, 1.518)
C (-3.726, -2.558, -4.666)
C (-3.403, 1.990, 1.378)
C (-2.469, -3.193, 4.565)
C (4.548, -5.115, -1.228)
C (5.514, 3.254, 2.669)
C (-1.181, 4.000, -0.778)
C (3.176, 0.838, 0.857)
C (-0.246, -1.999, -2.375)
C (-4.469, 1.261, 0.580)
C (-1.423, 2.155, 3.492)
C (-1.533, 1.908, -1.633)
C (3.872, -2.587, -0.358)
C (3.017, 3.025, 1.512)
C (-3.785, -4.318, 6.252)
C (-3.077, 3.923, -2.291)
C (-1.573, -0.260, -2.507)
C (-2.878, -3.668, -4.588)
C (-2.426, 5.986, -1.194)
C (-3.456, -5.348, 4.087)
C (-2.694, -4.254, 3.697)
C (-3.274, 5.276, -2.055)
C (-0.209, 3.018, -0.283)
C (5.146, 2.036, 2.113)
C (-3.990, -5.362, 5.365)
C (3.325, -4.582, -1.615)
C (3.189, -1.309, -0.077)
C (3.889, 1.932, 1.540)
C (3.386, 4.245, 2.058)
C (-3.407, -1.369, -4.023)
C (2.995, -3.313, -1.170)
C (1.817, -2.444, -1.358)
C (-1.695, -3.612, -3.862)
C (-1.634, -1.978, 4.117)
H (5.815, 1.184, 2.123)
H (-0.896, 1.621, 4.279)
H (2.641, -5.140, -2.244)
H (-3.644, -1.651, 2.193)
H (-2.257, -4.199, 2.708)
H (-3.785, 2.976, 1.659)
H (-2.838, -2.394, 6.496)
H (-4.214, -4.348, 7.245)
H (-4.647, -2.632, -5.232)
H (-5.398, 1.163, 1.146)
H (-1.035, -4.468, -3.789)
H (-3.156, -4.584, -5.098)
H (-1.780, 3.117, 3.857)
H (-4.770, -2.578, 1.171)
H (-3.723, 3.367, -2.960)
H (-2.604, 7.043, -1.029)
H (6.489, 3.363, 3.130)
H (-3.629, -6.171, 3.406)
H (-4.060, -0.506, -4.065)
H (4.829, -6.110, -1.555)
H (5.762, -2.541, 0.656)
H (6.371, -4.832, -0.127)
H (-0.761, 2.307, 2.638)
H (-5.343, -1.123, 2.017)
H (2.706, 5.087, 2.024)
H (-2.499, 2.126, 0.787)
H (4.955, 5.288, 3.081)
H (-4.092, 5.795, -2.542)
H (-0.708, 5.896, 0.112)
H (-4.676, 1.821, -0.333)

---

The following is a quantum chemistry calculation of C43H33BF4N12OTi as an isolated structure, from the OMol25 dataset.

Energy above the lowest of the compared OMol25 structures with the same formula, charge and spin ... 0.631 eV
Multiplicity ... 2
Kohn-Sham gap (spin up / spin down) ... 6.877 / 7.084 eV
LUMO (spin up / spin down) ... -3.7083 / -3.8046 eV
Calculated total energy ... -3664.71867 Eh
Net charge ... +1
<S²> ... 0.76
HOMO level (spin up / spin down) ... -10.6 / -10.9 eV

Element x y z (Å)
Ti (0.956, 0.743, 0.729)
F (1.571, 0.496, -3.261)
F (3.084, 1.817, -2.149)
F (1.230, 2.765, -3.114)
F (0.955, 1.453, -1.217)
O (1.237, -1.139, 1.750)
N (-2.072, 1.062, -3.281)
N (2.819, -0.067, 0.016)
N (5.014, -1.087, -1.305)
N (-1.510, -6.274, -4.485)
N (-0.802, 2.717, 0.303)
N (1.427, 1.103, 2.705)
N (-3.560, -0.509, 2.123)
N (-0.981, 0.272, 1.407)
N (2.013, 2.807, 0.883)
N (0.370, -0.838, -0.436)
N (-1.813, -0.348, -5.168)
N (1.109, 0.131, 3.614)
C (0.952, -2.545, -1.967)
C (-1.636, -0.698, 0.733)
C (2.087, 2.131, 3.150)
C (-2.838, 3.206, -0.891)
C (1.291, -1.473, -1.163)
C (-2.790, 4.517, -0.411)
C (-0.759, -4.150, -2.833)
C (2.483, 2.298, 4.580)
C (-1.269, -2.418, -1.100)
C (-2.927, -1.066, 1.107)
C (4.046, 0.325, 0.326)
C (-4.278, 1.856, -2.572)
C (0.612, -2.205, 3.804)
C (1.002, -1.031, 3.004)
C (-1.735, 4.914, 0.388)
C (2.421, 3.115, 2.134)
C (-3.137, -0.401, -5.290)
C (3.114, 4.284, 2.431)
C (-1.349, 0.390, -4.168)
C (-3.985, 0.285, -4.439)
C (5.149, -0.192, -0.338)
C (-4.035, 2.778, -1.628)
C (0.155, -5.134, -3.204)
C (-0.782, 3.976, 0.742)
C (2.937, 4.887, 0.138)
C (3.401, 5.174, 1.411)
C (-0.165, -4.437, 5.255)
C (-0.862, -1.337, -0.332)
C (2.671, -0.997, -0.939)
C (0.384, -2.099, 5.176)
C (-2.382, -5.340, -4.126)
C (0.451, -3.433, 3.165)
C (-0.364, -3.017, -1.971)
C (3.790, -1.491, -1.603)
C (-1.628, 0.830, 2.432)
C (-0.269, -6.167, -4.025)
C (-3.401, 1.038, -3.417)
C (2.237, 3.709, -0.071)
C (-2.063, -4.270, -3.305)
C (-0.003, -3.215, 5.896)
C (-1.792, 2.363, -0.518)
C (-2.905, 0.442, 2.786)
C (0.063, -4.546, 3.891)
B (1.764, 1.654, -2.540)
H (-2.266, -2.819, -0.986)
H (-3.567, 5.223, -0.678)
H (2.253, 1.391, 5.126)
H (3.550, 2.507, 4.667)
H (-0.469, -5.307, 5.822)
H (3.705, -2.216, -2.402)
H (-0.180, -3.136, 6.961)
H (0.007, 4.243, 1.435)
H (-2.812, -3.529, -3.063)
H (3.962, 6.078, 1.605)
H (1.935, 3.129, 5.031)
H (1.834, 3.518, -1.052)
H (-5.318, 1.761, -2.863)
H (3.103, 5.554, -0.695)
H (-3.461, -1.844, 0.573)
H (3.418, 4.484, 3.448)
H (0.641, -3.493, 2.101)
H (-1.760, 1.367, -0.923)
H (-0.061, -5.500, 3.395)
H (-4.909, 3.347, -1.325)
H (1.700, -3.025, -2.578)
H (-1.112, 1.606, 2.979)
H (0.520, -1.141, 5.657)
H (-0.270, 0.453, -4.065)
H (6.155, 0.128, -0.101)
H (-5.058, 0.249, -4.566)
H (-1.655, 5.929, 0.752)
H (-3.520, -1.011, -6.102)
H (1.175, -5.122, -2.845)
H (4.151, 1.070, 1.104)
H (-3.422, 0.893, 3.622)
H (0.418, -6.950, -4.326)
H (-3.386, -5.455, -4.519)

---

> What is the energy above the lowest of the compared OMol25 structures with the same formula, charge and spin in the first record?

0.000 eV

---

> The highest energy above the lowest of the compared OMol25 structures with the same formula, charge and spin belongs to which entry?

C43H33BF4N12OTi

---

> The lowest energy above the lowest of the compared OMol25 structures with the same formula, charge and spin belongs to which entry?

C43H30IN8O2RbSe2